No. 1
{
  "formula": "C2H6BNO",
  "method": "wB97M-V/def2-TZVPD",
  "symbols": ["B", "C", "C", "N", "O", "H", "H", "H", "H", "H", "H"],
  "positions_angstrom": [[1.28079, -0.79725, -0.05532], [-1.00557, -0.01516, 0.04204], [0.01705, 1.14111, 0.03821], [-0.17649, -1.18879, -0.05915], [1.30359, 0.55587, 0.01549], [-0.60898, -2.09186, -0.14231], [-1.59488, -0.02283, 0.97116], [-1.70267, 0.06331, -0.80312], [-0.08768, 1.77445, -0.84996], [-0.05805, 1.76880, 0.92992], [2.63289, -1.18767, -0.08695]],
  "forces_ev_per_a": [[0.2623, -0.5001, -0.0349], [-0.3807, 0.2538, 0.1256], [-0.4113, 0.2368, -0.0847], [3.1483, -0.5097, -0.1363], [0.5299, 0.6378, 0.0656], [0.1616, 0.0555, 0.0380], [0.0589, 0.0533, -0.1993], [0.0882, 0.0281, 0.1605], [-0.0122, -0.0564, 0.1713], [-0.0598, -0.0356, -0.1201], [-3.3850, -0.1634, 0.0143]],
  "fmax_ev_per_a": 3.39,
  "de_lowest_kj_mol": 4.19,
  "mol_weight_g_mol": 70.89,
  "homo_energy_ev": -9.13,
  "orbital_gap_ev": 9.943,
  "lumo_ev": 0.81,
  "energy_ev": -6386.075
}

No. 2
{
  "formula": "C2H6Br2N",
  "method": "wB97M-V/def2-TZVPD",
  "symbols": ["C", "C", "N", "Br", "Br", "H", "H", "H", "H", "H", "H"],
  "positions_angstrom": [[-1.38709, -0.23197, -0.62637], [2.02639, -0.12559, 0.50347], [-0.49768, 0.46031, 0.24820], [-3.20651, 0.57021, -0.70516], [2.60560, -1.78264, 0.02897], [-0.94507, -0.12873, -1.58194], [-1.51822, -1.34489, -0.37692], [1.68101, 0.08176, 1.41567], [2.26287, 0.64322, -0.08956], [-0.64099, 0.46553, 1.20585], [-0.38031, 1.39281, -0.02220]],
  "forces_ev_per_a": [[-0.9034, -1.7058, 0.8260], [-0.1549, -3.9841, -1.6201], [1.7168, -1.2805, -1.0482], [0.8005, -0.3045, 0.1108], [-0.6271, 1.2045, 0.4051], [-0.0788, -0.0722, -1.1655], [0.2357, 1.8685, -0.1704], [-1.0845, 0.2845, 3.6615], [0.8817, 2.7329, -2.4771], [-0.9748, -0.4377, 2.1761], [0.1888, 1.6945, -0.6980]],
  "fmax_ev_per_a": 4.30,
  "de_lowest_kj_mol": 251.39,
  "mol_weight_g_mol": 203.89,
  "homo_energy_ev": [-13.79, -13.79],
  "orbital_gap_ev": [6.470, 6.469],
  "lumo_ev": [-7.32, -7.32],
  "energy_ev": -143736.183,
  "charge": 1
}

No. 3
{
  "formula": "C2H6BrMnO",
  "method": "wB97M-V/def2-TZVPD",
  "symbols": ["Mn", "Br", "C", "C", "O", "H", "H", "H", "H", "H", "H"],
  "positions_angstrom": [[0.62720, 3.88105, -4.27116], [0.39103, 2.35237, -2.21274], [-0.35779, -1.49236, 1.35397], [-0.18291, -0.19271, 0.51186], [0.98271, -0.31970, -0.30325], [0.42898, -1.64918, 2.09188], [-0.39458, -2.29429, 0.61664], [-1.30363, -1.42981, 1.89208], [-0.12846, 0.67229, 1.17284], [-1.11373, -0.00938, -0.02486], [1.05118, 0.48174, -0.82728]],
  "forces_ev_per_a": [[-0.2305, -1.6272, 2.1747], [0.1393, 1.8163, -2.3110], [-0.0334, 1.0691, -0.9249], [-0.1399, -0.6702, 1.3962], [-0.5698, 0.0615, 0.0977], [0.1260, 0.0475, -0.2864], [0.0191, -0.2924, 0.3581], [-0.0502, -0.1034, -0.0796], [0.4592, 0.1408, 0.2312], [0.0363, -0.3059, -0.6902], [0.2439, -0.1361, 0.0342]],
  "fmax_ev_per_a": 2.94,
  "de_lowest_kj_mol": 56.91,
  "mol_weight_g_mol": 180.91,
  "spin_multiplicity": 6,
  "homo_energy_ev": [-12.48, -12.48],
  "orbital_gap_ev": [4.183, 4.242],
  "lumo_ev": [-8.30, -8.24],
  "energy_ev": -105572.187,
  "charge": 1
}

No. 4
{
  "formula": "C2H6BrNO2S",
  "method": "wB97M-V/def2-TZVPD",
  "symbols": ["C", "C", "N", "O", "O", "S", "Br", "H", "H", "H", "H", "H", "H"],
  "positions_angstrom": [[-0.40341, -1.35119, 2.20169], [-0.50064, -0.01409, 2.02567], [0.33522, 1.68314, -1.94708], [1.03924, -0.80548, -2.40734], [-0.60240, -0.06441, -0.56626], [0.69742, 0.33087, -1.00960], [0.98051, 1.21472, 2.31108], [0.45843, -2.01026, 2.37638], [-1.35165, -1.92816, 2.32262], [0.25577, -1.05681, -2.79942], [-1.43191, 0.48445, 2.30596], [-0.60281, 1.55381, -2.31107], [1.12623, 1.96341, -2.50263]],
  "forces_ev_per_a": [[-0.8129, 0.4953, 0.4093], [0.4432, -1.5741, 2.7101], [0.5780, -0.6843, 1.7302], [3.2828, 2.1577, 3.3463], [-1.2185, -0.3961, 0.4910], [0.5003, -0.7179, -3.9964], [-0.4894, -0.6298, -0.4688], [0.0308, 0.9050, -0.5232], [0.6348, 0.7532, -0.3835], [-3.1355, -0.7562, -1.1684], [0.2081, -0.0548, -1.0142], [0.3074, 0.3115, -0.5215], [-0.3291, 0.1907, -0.6108]],
  "fmax_ev_per_a": 5.16,
  "de_lowest_kj_mol": 189.91,
  "mol_weight_g_mol": 188.05,
  "homo_energy_ev": -9.25,
  "orbital_gap_ev": 9.913,
  "lumo_ev": 0.66,
  "energy_ev": -88631.584
}

No. 5
{
  "formula": "C2H6BrNOSi",
  "method": "wB97M-V/def2-TZVPD",
  "symbols": ["C", "C", "N", "O", "Si", "Br", "H", "H", "H", "H", "H", "H"],
  "positions_angstrom": [[-0.13528, 0.39312, 0.69079], [-1.11840, -0.38195, 1.05395], [0.22360, 1.67731, 0.92186], [0.84268, -0.12010, -0.09233], [0.79958, -0.83997, -1.56446], [-2.43501, 0.34072, 2.06037], [-1.08131, -1.48755, 1.05082], [-0.60449, 2.16443, 1.09822], [1.06366, 1.85778, 0.43238], [0.43066, -2.37028, -1.37868], [2.24133, -0.99286, -1.84282], [-0.22700, -0.24064, -2.43010]],
  "forces_ev_per_a": [[2.5735, -0.4665, -1.6535], [-0.4690, -2.1042, 0.3849], [-1.1856, -1.6281, 1.0606], [1.0781, -0.7276, -0.1439], [-0.1998, -2.8525, 0.8120], [-1.7335, 0.8204, 1.3208], [0.0429, 1.0329, -0.5726], [-0.4638, 2.3046, 0.2984], [0.1762, 1.3425, -0.4466], [0.0161, 1.4341, -0.2626], [-0.1396, 0.5800, -0.5815], [0.3047, 0.2646, -0.2159]],
  "fmax_ev_per_a": 3.09,
  "de_lowest_kj_mol": 47.18,
  "mol_weight_g_mol": 168.07,
  "homo_energy_ev": -8.23,
  "orbital_gap_ev": 9.004,
  "lumo_ev": 0.78,
  "energy_ev": -83628.011
}

No. 6
{
  "formula": "C2H6BrO2P",
  "method": "wB97M-V/def2-TZVPD",
  "symbols": ["C", "C", "O", "O", "P", "Br", "H", "H", "H", "H", "H", "H"],
  "positions_angstrom": [[-1.60722, 0.14897, 0.79143], [-0.86488, 0.49205, -0.45439], [2.48578, -1.67749, -0.07241], [0.19689, -0.34563, -0.77755], [1.71375, -0.43439, 0.39811], [2.95989, 1.05429, -0.53530], [-1.00030, -0.11434, 1.63918], [-2.32151, 0.95699, 1.06421], [-2.26239, -0.71052, 0.61815], [-0.52816, 1.61084, -0.45563], [-1.54114, 0.42011, -1.28791], [2.76928, -1.40088, -0.92788]],
  "forces_ev_per_a": [[-1.8558, -0.2082, 0.3719], [1.0771, 2.6139, -0.2751], [0.1342, -2.8554, -0.2536], [-1.2438, -1.5085, -0.7887], [-0.7059, 3.1912, 2.9099], [0.9943, 1.3359, 0.0299], [0.5035, 0.2152, 0.3152], [0.6672, -0.2733, -0.0970], [0.1864, -0.1433, -0.0408], [-0.3089, -1.7254, 0.2156], [-0.4078, -0.0627, -0.5583], [0.9597, -0.5794, -1.8290]],
  "fmax_ev_per_a": 4.38,
  "de_lowest_kj_mol": 249.56,
  "mol_weight_g_mol": 172.95,
  "spin_multiplicity": 3,
  "homo_energy_ev": [-4.93, -10.25],
  "orbital_gap_ev": [5.672, 7.204],
  "lumo_ev": [0.75, -3.04],
  "energy_ev": -85593.245
}

No. 7
{
  "formula": "C2H6BrP",
  "method": "wB97M-V/def2-TZVPD",
  "symbols": ["C", "C", "P", "Br", "H", "H", "H", "H", "H", "H"],
  "positions_angstrom": [[-0.71656, 0.28543, -1.30208], [0.05758, -0.62292, 1.26080], [-0.84642, -1.16724, -0.21279], [2.84492, 0.88046, 0.03858], [-0.75651, 1.08964, -0.43650], [-1.56062, 0.41562, -2.13811], [0.22884, 0.43987, -1.88658], [-0.25896, 0.45562, 1.49982], [1.12671, -0.54253, 1.08227], [-0.11898, -1.23395, 2.09459]],
  "forces_ev_per_a": [[-0.7691, 2.1493, -0.0685], [-0.9037, 2.8924, -1.0304], [-0.2905, -1.0594, -0.4373], [-0.0561, -0.0731, 0.0641], [-0.1170, -0.7454, -2.3775], [1.5370, -0.4204, 2.2710], [-0.4534, -0.3072, 0.8466], [0.4022, -1.4623, -0.1073], [0.8719, -0.0250, -0.2349], [-0.2213, -0.9488, 1.0743]],
  "fmax_ev_per_a": 3.20,
  "de_lowest_kj_mol": 346.17,
  "mol_weight_g_mol": 140.95,
  "homo_energy_ev": [-9.64, -7.90],
  "orbital_gap_ev": [8.694, 4.268],
  "lumo_ev": [-0.94, -3.63],
  "energy_ev": -81499.562
}

No. 8
{
  "formula": "C2H6Cl2NO",
  "method": "wB97M-V/def2-TZVPD",
  "symbols": ["C", "C", "N", "O", "Cl", "Cl", "H", "H", "H", "H", "H", "H"],
  "positions_angstrom": [[0.94784, 0.73330, 0.23089], [-1.54180, 0.07212, -0.29096], [1.54208, -0.61455, 0.58579], [-1.57047, 0.38661, -1.57621], [-1.18528, -1.66841, -0.06614], [-2.59958, 0.84172, 0.80555], [0.77564, 0.92763, -0.88344], [1.07572, 1.48364, 1.05802], [1.75158, -0.56904, 1.53903], [2.41596, -0.93895, 0.11094], [0.78522, -1.35031, 0.38559], [-2.39692, 0.69624, -1.89907]],
  "forces_ev_per_a": [[-0.7611, -0.3104, -1.0904], [1.4221, -0.3402, 0.2901], [-0.8606, 0.2685, -2.5136], [1.4801, -0.5060, 0.6163], [-0.7306, 0.4400, 0.1231], [0.0990, -0.3610, -0.2572], [0.8210, -0.1238, 2.0289], [-0.2352, -0.8053, -1.3402], [0.2933, -0.3333, 2.0654], [-0.7583, 0.6860, 0.0259], [0.7430, 0.6922, 0.4297], [-1.5126, 0.6933, -0.3780]],
  "fmax_ev_per_a": 2.67,
  "de_lowest_kj_mol": 387.77,
  "mol_weight_g_mol": 130.98,
  "homo_energy_ev": [-13.86, -12.68],
  "orbital_gap_ev": [9.392, 7.816],
  "lumo_ev": [-4.47, -4.87],
  "energy_ev": -30743.276,
  "charge": 1
}